{"formula": "C12H17NO2", "method": "ωB97M-V/def2-TZVPD", "symbols": ["H", "H", "H", "H", "H", "C", "H", "H", "H", "C", "H", "O", "H", "C", "C", "H", "C", "C", "H", "H", "H", "H", "N", "C", "C", "C", "O", "H", "C", "C", "H", "C"], "xyz": [[1.533986, -3.951798, -1.347636], [0.890733, -0.471353, 0.894210], [1.690851, 1.270848, -0.358499], [0.368206, -3.163727, 0.740258], [-0.952661, 2.551644, -1.146261], [-0.812436, 2.369913, 1.576968], [1.112198, 1.480874, 1.871221], [1.761239, -2.231890, -1.862728], [2.872545, -3.475966, 0.756862], [1.677947, -2.927610, -1.042954], [-1.256264, 3.202916, 1.032247], [-3.570770, -0.939488, -2.216856], [-0.963179, 2.553417, 2.642349], [2.466172, -2.646618, 0.199431], [-2.613270, -0.673461, -1.540226], [-1.383839, -2.522771, -1.445843], [0.983113, -2.447523, 0.200155], [-0.666161, -0.763597, -0.373250], [-1.184646, 0.271658, 1.875611], [1.168299, 3.211081, 1.592348], [3.089147, -1.764937, 0.212278], [1.334869, 2.954692, -0.682662], [0.491601, -1.110557, 0.225478], [-0.333277, 1.668735, -0.985240], [-1.505121, 1.065037, 1.195414], [-1.221670, 0.641016, -0.261917], [-2.447475, 0.567729, -0.983152], [-2.585248, 1.172893, 1.300320], [0.936767, 2.048056, -0.224435], [0.680354, 2.289089, 1.273809], [-0.074340, 1.271289, -1.968610], [-1.487670, -1.499591, -1.148693]], "atomic_forces_ev_per_a": [[-0.027, -0.113, 0.057], [-0.042, -0.069, -0.010], [0.049, 0.073, -0.053], [0.090, -0.025, -0.049], [-0.026, -0.006, -0.007], [0.130, -0.198, 0.167], [0.042, -0.007, 0.084], [-0.024, 0.142, -0.012], [-0.051, -0.077, 0.046], [-0.066, -0.025, -0.077], [-0.054, 0.088, 0.021], [0.139, 0.137, 0.126], [-0.055, 0.085, -0.031], [0.068, -0.007, 0.084], [-0.271, -0.248, -0.236], [0.023, -0.217, -0.060], [-0.053, -0.174, 0.008], [-0.341, -0.047, -0.279], [-0.025, 0.007, 0.053], [0.085, -0.075, 0.062], [-0.010, 0.113, -0.037], [0.064, -0.048, -0.003], [0.199, 0.263, 0.070], [-0.025, -0.226, -0.010], [-0.055, 0.128, -0.062], [0.308, 0.131, 0.073], [-0.222, 0.259, -0.075], [0.022, -0.117, -0.005], [0.005, -0.005, -0.054], [-0.123, 0.185, -0.010], [-0.083, 0.032, -0.024], [0.330, 0.042, 0.244]], "fmax_ev_per_a": 0.44, "gap_ev": 9.29, "relative_energy_kcal_mol": 0.0, "charge": 0, "smiles": "O=C1C=C(NC2CC2)C2(CCCCC2)O1"}

***

{"formula": "C41H45As2MnN5O4SSe", "method": "ωB97M-V/def2-TZVPD", "symbols": ["N", "H", "S", "C", "C", "H", "C", "H", "H", "C", "C", "H", "N", "H", "H", "C", "H", "C", "C", "H", "N", "C", "H", "C", "H", "H", "H", "O", "O", "H", "H", "C", "H", "C", "C", "H", "H", "C", "C", "H", "C", "H", "As", "N", "H", "H", "C", "H", "H", "H", "C", "C", "H", "H", "C", "C", "C", "C", "C", "H", "H", "C", "H", "C", "C", "O", "C", "C", "C", "H", "H", "C", "H", "C", "Mn", "C", "C", "H", "H", "C", "C", "H", "C", "N", "C", "H", "C", "H", "Se", "H", "H", "C", "H", "H", "C", "As", "H", "O", "H", "H"], "xyz": [[1.545279, 5.027895, 0.841216], [-1.065154, -7.392642, 0.549643], [-2.230423, 0.731082, -1.865950], [0.472974, 2.061684, -3.205488], [0.320253, 4.454841, 0.811590], [-5.676658, 1.894133, -3.931207], [-0.770114, 5.172878, 1.321450], [-4.611690, -2.707059, -2.822982], [0.732180, 4.991237, -2.294602], [1.235465, 3.383229, 4.500047], [2.333985, -1.705231, -3.393220], [5.091845, -0.937348, -2.290034], [-3.767561, -0.855580, -3.286600], [2.634160, -2.921555, -0.737348], [0.905835, 2.266128, -4.184624], [1.610545, -3.634568, 4.718118], [-0.560162, 0.253723, 5.841019], [5.723072, 2.369995, -2.502933], [0.097844, 3.121435, 0.337916], [2.828201, -1.660133, 0.481903], [1.080884, 2.368581, -0.229136], [0.439368, -1.274059, 3.788567], [-4.482117, 0.000067, -5.013754], [-0.771306, -4.023853, 0.676229], [-2.611800, -6.790463, -1.281765], [-3.030672, 2.678330, 1.217215], [-0.277518, -3.237628, 1.228295], [-2.291698, -0.255054, 4.168882], [0.394717, 0.161193, 1.881490], [2.419699, 5.177606, -1.762327], [-5.306838, -1.864667, -4.206812], [0.262233, 2.172885, 6.320099], [1.744834, 4.252921, 4.105297], [-0.563662, -5.355466, 1.000244], [0.264192, -3.599965, 4.393172], [-2.965709, -4.405724, -1.863697], [-2.534211, -3.153602, -4.139410], [5.946369, 1.002957, -2.499163], [0.271483, 1.199730, 4.112675], [4.117348, -1.948706, -0.710095], [-4.370678, -2.120766, -3.707222], [-0.345033, -4.487269, 4.508410], [2.113937, -0.686201, -1.729685], [-1.099522, 2.537518, 0.549237], [1.145675, 4.124356, 6.507964], [-6.207283, 0.364931, -3.225418], [0.918380, 2.333143, 3.644341], [2.052662, 4.593133, -3.419300], [-3.237913, -2.328545, -5.540758], [-0.479239, 2.585150, -3.103138], [1.789336, -1.315080, 4.129286], [-0.047736, 1.129725, 5.469619], [2.061053, -4.547463, 5.084100], [-3.345041, 1.006666, -4.127342], [3.385532, 1.962356, -2.077017], [0.905162, 3.309040, 5.839913], [-2.110410, 3.230414, 1.075507], [4.438981, 2.848640, -2.298033], [-1.825232, -2.234637, -0.704556], [2.385919, -0.414070, 4.042553], [1.196532, 2.442933, 2.603975], [1.742806, 4.587984, -2.373891], [2.119048, -1.060008, -4.245870], [-5.357555, 1.038606, -3.337228], [-1.996627, 4.561844, 1.444495], [-2.177872, 0.348279, 2.029537], [2.375429, -2.482846, 4.584905], [4.893993, 0.128000, -2.279655], [-4.193365, 0.333457, -4.015120], [3.424915, -2.493799, 4.846470], [-3.954218, -3.830155, -4.950706], [-1.632328, -3.681547, -0.360741], [4.266398, 3.917079, -2.292201], [-0.120173, 0.027919, 3.220262], [-1.257125, 0.506837, 0.252135], [-0.320731, -2.427089, 3.930839], [-2.091959, -6.014895, -0.734996], [6.540303, 3.060335, -2.659571], [1.033187, 0.885123, 1.804571], [-2.889491, -0.817628, -2.273671], [-3.466961, -2.905168, -4.643630], [-1.376519, -2.406494, 3.702341], [-1.683809, 0.020548, 3.150573], [-2.630361, -2.016357, -1.739587], [3.040381, -1.929810, -0.547364], [3.342169, -2.108556, -3.492223], [3.595958, 0.582139, -2.061357], [0.293785, 0.998124, -3.067891], [3.111236, 4.293249, 0.828953], [-0.602922, 6.186627, 1.656121], [0.110983, -5.609943, 1.807767], [-2.294934, -4.684121, -1.063411], [1.616004, -2.526329, -3.386771], [-0.001728, 2.101648, 7.366672], [-1.223355, -6.352236, 0.294875], [1.647621, 2.735276, -1.839455], [6.942434, 0.614832, -2.667228], [-1.195984, -1.408039, 0.007761], [-5.062231, 1.391879, -2.350531], [-2.846952, 5.082032, 1.858461]], "atomic_forces_ev_per_a": [[0.044, 0.076, 0.081], [0.002, -0.002, 0.001], [-0.004, -0.014, 0.432], [-0.037, 0.026, -0.051], [0.048, 0.056, 0.032], [-0.026, 0.046, -0.022], [-0.008, 0.000, 0.017], [0.016, 0.009, -0.031], [0.050, 0.015, -0.003], [0.021, 0.005, 0.001], [0.019, -0.018, -0.032], [0.009, 0.017, 0.012], [-0.066, 0.038, -0.125], [-0.050, -0.057, 0.036], [0.057, 0.018, 0.005], [-0.014, 0.016, -0.008], [-0.008, -0.005, -0.003], [-0.069, 0.042, 0.019], [-0.145, 0.108, -0.121], [-0.005, 0.018, 0.150], [0.010, -0.185, 0.146], [0.014, -0.021, -0.029], [0.023, 0.023, -0.011], [0.021, -0.010, 0.017], [-0.008, -0.015, -0.008], [0.020, -0.003, 0.028], [0.051, 0.048, 0.018], [-0.098, -0.063, 0.205], [-0.021, 0.159, -0.271], [-0.046, -0.061, -0.032], [-0.006, -0.032, 0.027], [0.011, 0.041, 0.009], [0.006, 0.031, -0.020], [0.004, 0.011, 0.011], [-0.003, -0.010, 0.005], [-0.007, 0.001, 0.001], [0.007, -0.002, 0.006], [0.000, -0.045, -0.006], [-0.003, 0.020, -0.016], [-0.057, -0.017, -0.001], [-0.085, -0.002, 0.045], [-0.013, -0.020, -0.009], [-0.093, 0.042, -0.048], [0.183, 0.057, -0.094], [0.016, 0.033, 0.029], [-0.030, -0.025, 0.000], [-0.017, 0.006, -0.018], [-0.020, 0.055, 0.010], [0.010, 0.021, -0.023], [0.060, -0.039, -0.044], [0.029, 0.018, -0.068], [0.001, -0.022, 0.011], [0.011, -0.032, 0.012], [-0.048, -0.011, -0.001], [0.044, 0.120, -0.029], [-0.012, -0.026, -0.015], [-0.105, -0.043, 0.113], [0.047, -0.026, 0.006], [0.181, 0.190, -0.022], [0.017, 0.007, -0.006], [0.025, 0.043, -0.083], [-0.071, 0.034, 0.006], [0.001, -0.028, 0.019], [0.013, 0.007, 0.004], [-0.008, -0.035, -0.031], [-0.340, 0.131, -0.299], [-0.011, -0.025, 0.004], [-0.011, -0.054, -0.068], [0.010, 0.000, -0.090], [0.042, 0.002, 0.008], [-0.016, -0.043, -0.026], [0.022, 0.079, -0.027], [0.012, -0.009, -0.011], [0.116, 0.008, 0.016], [0.095, 0.258, -0.113], [-0.011, 0.021, -0.045], [0.012, 0.021, 0.003], [0.012, 0.019, -0.018], [-0.064, -0.203, 0.093], [0.052, -0.030, 0.048], [0.007, -0.005, 0.007], [-0.020, -0.012, -0.014], [0.161, 0.035, -0.016], [0.049, 0.070, 0.152], [0.040, -0.036, 0.020], [-0.017, 0.006, -0.011], [0.034, -0.005, 0.071], [0.017, 0.102, 0.001], [-0.019, -0.054, 0.095], [0.008, 0.052, 0.003], [-0.004, -0.006, 0.010], [0.017, -0.029, -0.006], [0.026, 0.013, -0.003], [-0.003, 0.000, 0.032], [0.001, -0.018, 0.005], [-0.024, -0.160, -0.064], [0.014, -0.006, 0.006], [-0.071, -0.716, -0.011], [0.002, -0.004, 0.007], [-0.026, 0.006, 0.008]], "fmax_ev_per_a": 0.72, "gap_ev": [7.81, 5.38], "spin_multiplicity": 6, "s_squared": 8.797, "relative_energy_kcal_mol": 76.0, "charge": 0}

***

{"formula": "C6H6F5MnN2O3", "method": "ωB97M-V/def2-TZVPD", "symbols": ["H", "N", "H", "F", "C", "H", "F", "C", "O", "H", "F", "C", "H", "O", "F", "N", "C", "H", "C", "C", "O", "Mn", "F"], "xyz": [[1.031380, 2.423535, -0.247467], [0.537371, 1.853387, 0.431724], [1.245542, 2.435231, 2.380345], [-0.891439, -1.322628, -3.419511], [0.995030, 0.298285, 2.307110], [0.916440, -2.597586, 1.922688], [-0.526345, 1.962318, -2.415313], [-0.481584, 0.633136, -2.162484], [-0.957719, -1.617412, -0.344219], [2.403816, 1.575496, 1.362652], [-1.294680, 0.562369, -4.394291], [-0.834578, -2.450698, 0.718236], [-0.447687, -1.875786, 2.759712], [1.158439, 0.104654, 3.492949], [-2.591138, -0.125335, -2.808854], [0.521940, -0.585084, 1.389674], [1.357856, 1.631012, 1.659256], [-0.303533, 2.373389, 0.665729], [-1.324706, -0.085550, -3.225323], [0.079354, -1.907466, 1.808034], [-1.391797, -3.503697, 0.779717], [-0.088218, -0.024325, -0.301843], [0.886255, 0.242754, -2.358522]], "atomic_forces_ev_per_a": [[0.003, -0.021, -0.055], [0.086, -0.185, -0.032], [-0.038, 0.047, 0.012], [0.011, -0.172, 0.007], [-0.097, -0.160, -0.160], [0.035, -0.028, 0.048], [-0.024, 0.215, 0.043], [0.224, -0.268, -0.186], [-0.075, -0.376, 0.083], [0.044, 0.044, -0.001], [0.007, -0.008, -0.158], [-0.036, 0.255, -0.190], [-0.070, -0.010, 0.055], [0.062, -0.034, 0.042], [-0.189, 0.015, -0.005], [0.139, -0.095, 0.531], [-0.026, 0.032, -0.115], [-0.028, 0.019, 0.012], [0.188, 0.215, 0.166], [0.139, 0.192, -0.141], [-0.045, -0.138, 0.009], [-0.355, 0.253, 0.473], [0.046, 0.208, -0.438]], "fmax_ev_per_a": 0.64, "gap_ev": [8.90, 8.96], "spin_multiplicity": 5, "s_squared": 6.054, "relative_energy_kcal_mol": 4.0, "charge": 0}

***

{"formula": "C10H15OP", "method": "ωB97M-V/def2-TZVPD", "symbols": ["H", "H", "C", "C", "C", "H", "C", "H", "C", "P", "H", "C", "H", "H", "H", "C", "H", "C", "H", "H", "C", "O", "H", "H", "H", "H", "C"], "xyz": [[1.318819, 0.968549, -3.129795], [-1.479369, -1.000442, -1.426538], [0.669985, 0.568756, 2.677733], [-2.052734, 0.659150, -0.210859], [-1.421275, 0.454665, 1.135311], [-0.510468, -2.209950, -0.672861], [0.710685, 1.798974, 0.528772], [0.159194, 1.326405, 3.415623], [0.295502, 0.293906, -1.283546], [1.039085, -0.661108, 0.178866], [-1.861874, 1.044153, 1.955550], [0.635811, 1.693279, -0.793571], [0.279844, -0.434982, -3.393405], [0.878363, 2.446907, -1.420434], [-0.485304, -2.274967, 1.060740], [0.096781, -2.253811, 0.211466], [1.858096, -0.563015, -2.542844], [0.190152, 0.572422, 1.251287], [-1.867876, -0.476466, 1.473166], [1.075847, 2.682710, 1.000483], [0.885346, 0.093993, -2.640922], [-3.065942, 1.291808, -0.338776], [-1.708215, 0.577213, -2.193033], [0.905905, -2.919845, 0.167493], [1.759561, 0.959499, 2.864312], [0.687769, -0.412669, 3.157444], [-1.346583, 0.040916, -1.409391]], "atomic_forces_ev_per_a": [[-0.504, 0.343, 0.197], [-0.579, -1.214, -0.483], [1.491, 1.776, 2.969], [0.822, 0.071, 0.114], [0.895, 0.390, 1.516], [-0.193, -0.785, -0.273], [-1.044, -0.262, -0.714], [0.161, -1.498, -1.568], [-2.140, 0.552, 0.077], [0.256, 0.356, -0.891], [0.063, 0.780, -0.791], [-0.750, -2.621, 2.206], [-0.080, 0.212, 0.463], [0.781, 2.223, -2.129], [-1.244, -0.576, 1.933], [0.940, 2.258, -1.443], [-1.708, 0.936, -0.194], [-0.944, 0.113, 0.205], [0.708, -1.046, -0.094], [-0.032, 0.435, 0.606], [3.088, -2.388, -1.119], [-0.536, 0.216, -0.158], [-0.992, 0.993, -2.727], [0.439, -1.605, 0.008], [-1.630, -0.864, -1.135], [-0.380, 0.012, -0.027], [3.113, 1.196, 3.451]], "fmax_ev_per_a": 4.80, "gap_ev": 9.51, "relative_energy_kcal_mol": 5.1, "charge": 0, "smiles": "CP1[C@@]2(C)C=C[C@]1(C)CC(=O)C2"}

***

Question: Look up the charge of the second one.
Answer: 0